{"formula": "C47H79BCl2F6N4O11S2", "method": "ωB97M-V with the def2-TZVPD basis set", "fmax_ev_per_a": 8.99, "gap_ev": 8.4, "smiles": "C[C@H](Cl)[C@@H](Cl)[C@@H](O[C@@H](CCCCCCCSc1nnco1)[C@](C[C@@H](C)F)(O[C@@H](S)c1ccncc1)C(F)(F)C(F)(F)F)B(N)O.CC(C)=O.CC(C)=O.CC(C)=O.CC(C)=O.CC(C)=O.CC(C)=O.CC(C)=O", "e_tot_ev": -142179.65405, "e_lumo_ev": 0.01, "symbols": ["C", "C", "Cl", "C", "Cl", "C", "O", "C", "C", "C", "C", "C", "C", "C", "C", "S", "C", "N", "N", "C", "O", "C", "C", "C", "C", "F", "O", "C", "S", "C", "C", "C", "N", "C", "C", "C", "F", "F", "C", "F", "F", "F", "B", "N", "O", "H", "H", "H", "H", "H", "H", "H", "H", "H", "H", "H", "H", "H", "H", "H", "H", "H", "H", "H", "H", "H", "H", "H", "H", "H", "H", "H", "H", "H", "H", "H", "H", "H", "H", "H", "H", "H", "C", "C", "C", "O", "H", "H", "H", "H", "H", "H", "C", "C", "C", "O", "H", "H", "H", "H", "H", "H", "C", "C", "C", "O", "H", "H", "H", "H", "H", "H", "C", "C", "C", "O", "H", "H", "H", "H", "H", "H", "C", "C", "C", "O", "H", "H", "H", "H", "H", "H", "C", "C", "C", "O", "H", "H", "H", "H", "H", "H", "C", "C", "C", "O", "H", "H", "H", "H", "H", "H"], "positions_angstrom": [[3.05557, 0.28352, 0.34834], [1.76534, 1.05468, 1.00249], [2.47596, 2.46442, 2.04281], [1.00858, -0.00619, 2.02593], [1.82646, 0.26769, 3.70381], [-0.64360, 0.25710, 2.08883], [-1.26259, -1.05302, 1.89114], [-2.23676, -1.09002, 0.79514], [-1.64629, -1.50233, -0.67199], [-0.14714, -0.94737, -1.02345], [0.22026, -1.49938, -2.55921], [-0.61757, -0.73442, -3.74272], [0.27584, 0.46595, -4.48678], [1.32121, -0.11394, -5.61031], [2.79637, -0.55133, -4.96933], [3.12354, -2.39487, -5.08200], [3.83781, -3.08291, -3.49149], [4.75694, -4.31077, -3.54557], [5.17208, -4.72875, -2.26941], [4.50812, -3.69798, -1.37637], [3.68211, -2.67195, -2.07876], [-3.59313, -1.94849, 1.27557], [-4.31276, -0.86127, 2.33213], [-4.63444, -1.43256, 3.82586], [-5.82748, -2.54500, 3.95298], [-3.40530, -1.76691, 4.64199], [-3.35609, -3.13800, 2.03660], [-2.34356, -4.06217, 1.66214], [-1.41977, -4.51728, 3.27914], [-2.90766, -5.53026, 1.11459], [-3.98907, -6.44970, 1.91006], [-4.47060, -7.83828, 1.27132], [-4.08295, -8.55088, 0.02346], [-3.05931, -7.69743, -0.63938], [-2.44045, -6.26946, -0.25758], [-4.60665, -2.30578, 0.03827], [-4.09328, -3.38992, -0.88487], [-4.82794, -1.01886, -0.72159], [-6.09030, -2.86952, 0.43748], [-6.67623, -3.33621, -0.88156], [-7.06047, -1.87420, 0.92964], [-6.05733, -4.14436, 1.24898], [-0.91036, 0.96525, 3.54782], [-0.83514, 2.51082, 3.57228], [-1.24516, 0.28831, 4.81499], [3.24558, 0.51092, -0.78630], [4.01779, 0.64863, 0.94706], [2.99713, -0.89117, 0.55008], [1.04982, 1.57206, 0.23543], [1.20034, -1.13289, 1.76300], [-0.85246, 1.05448, 1.25945], [-2.65239, 0.01751, 0.61912], [-2.37569, -0.99669, -1.47200], [-1.65359, -2.64413, -0.92430], [0.62849, -1.46864, -0.31791], [-0.13182, 0.22205, -1.00109], [-0.02165, -2.64541, -2.54413], [1.38968, -1.31181, -2.66976], [-1.68144, -0.35567, -3.43632], [-0.79587, -1.54456, -4.60030], [-0.52671, 1.16168, -5.01464], [0.77514, 1.07675, -3.62036], [0.88076, -1.04893, -6.19249], [1.53668, 0.75594, -6.36777], [2.84739, -0.12132, -3.87267], [3.61195, -0.00050, -5.60473], [4.66500, -3.72914, -0.21087], [-3.59392, 0.07053, 2.55258], [-5.26490, -0.33830, 1.83570], [-5.06862, -0.48240, 4.41383], [-6.07225, -2.63506, 5.11880], [-6.83944, -2.26212, 3.44243], [-5.38414, -3.58342, 3.64707], [-1.49697, -3.75310, 0.93362], [-0.56148, -3.41956, 3.59859], [-4.41484, -6.09123, 2.94828], [-5.29633, -8.42546, 1.90741], [-2.62775, -8.18113, -1.64474], [-1.65003, -5.75466, -0.96231], [-0.87412, 2.83843, 4.58327], [-1.65919, 2.91713, 3.05302], [-2.06331, 0.72550, 5.24448], [6.59064, 2.86171, 3.00016], [6.59517, 1.78838, 1.94472], [7.84026, 1.63931, 1.11209], [5.61895, 1.06094, 1.76951], [5.62795, 2.85302, 3.52235], [7.38448, 2.67161, 3.72683], [6.72723, 3.84106, 2.53462], [8.68990, 1.39479, 1.75461], [8.03254, 2.56416, 0.56241], [7.70006, 0.82620, 0.39187], [-2.77176, 4.57822, -4.99738], [-2.54972, 3.22641, -4.37341], [-3.70927, 2.59831, -3.64768], [-1.46250, 2.65685, -4.45365], [-1.84907, 4.90794, -5.48672], [-3.56292, 4.51522, -5.74870], [-3.03706, 5.30474, -4.22518], [-4.54231, 2.44712, -4.33882], [-4.01633, 3.23657, -2.81535], [-3.40367, 1.62512, -3.24890], [0.25459, 5.05857, 1.11654], [0.61258, 6.13797, 0.13026], [1.49000, 7.25978, 0.61750], [0.20391, 6.10448, -1.02938], [-0.38284, 4.31543, 0.62565], [1.16194, 4.56238, 1.46993], [-0.29498, 5.49049, 1.95674], [2.45245, 6.86172, 0.94876], [0.99550, 7.78979, 1.43543], [1.66569, 7.96517, -0.20170], [-1.48862, 8.54254, -6.14237], [-2.72357, 8.02898, -6.83315], [-3.24341, 8.81977, -8.00370], [-3.28622, 7.00242, -6.45567], [-1.22915, 7.87144, -5.31664], [-0.65327, 8.57000, -6.84651], [-1.67743, 9.53965, -5.73663], [-2.48622, 8.85969, -8.79083], [-3.51041, 9.82920, -7.68091], [-4.13860, 8.33116, -8.40295], [-0.95605, -9.79408, 3.16015], [-1.00658, -8.50146, 3.92997], [0.07868, -8.25458, 4.94339], [-1.90032, -7.67848, 3.73814], [-1.80146, -9.83572, 2.46511], [-0.02792, -9.84837, 2.58569], [-1.02748, -10.63967, 3.84890], [1.05301, -8.24034, 4.44844], [0.05336, -9.03154, 5.71159], [-0.08565, -7.28317, 5.42180], [-2.65660, 6.55223, 5.11524], [-1.27001, 5.97205, 5.19754], [-0.16385, 6.88132, 5.66163], [-1.04939, 4.79987, 4.89721], [-3.35213, 5.78178, 4.76572], [-2.97715, 6.89039, 6.10382], [-2.66998, 7.38344, 4.40572], [-0.37331, 7.23426, 6.67458], [-0.06614, 7.72717, 4.97648], [0.78099, 6.32752, 5.67180], [8.83886, -3.13383, -0.37195], [9.35751, -2.48233, -1.62597], [8.82982, -2.99027, -2.94100], [10.18083, -1.56979, -1.57792], [9.30701, -2.66561, 0.50047], [7.75661, -2.99825, -0.30312], [9.08983, -4.19756, -0.37487], [7.74710, -2.84838, -2.98667], [9.08039, -4.04757, -3.05840], [9.29187, -2.42761, -3.75919]]}

{"formula": "C49H51F6N4O", "method": "ωB97M-V with the def2-TZVPD basis set", "fmax_ev_per_a": 2.88, "gap_ev": 4.5, "e_tot_ev": -75944.94003, "e_lumo_ev": -3.85, "charge": 1, "symbols": ["C", "N", "C", "C", "F", "F", "F", "C", "C", "C", "C", "C", "C", "C", "C", "C", "N", "C", "C", "C", "F", "F", "F", "C", "C", "C", "C", "H", "H", "H", "H", "H", "H", "H", "H", "H", "H", "H", "H", "H", "H", "H", "H", "H", "H", "H", "C", "C", "C", "C", "C", "C", "N", "C", "C", "C", "C", "C", "C", "C", "C", "C", "C", "O", "N", "C", "C", "C", "C", "C", "C", "C", "C", "C", "C", "C", "C", "C", "C", "H", "H", "H", "H", "H", "H", "H", "H", "H", "H", "H", "H", "H", "H", "H", "H", "H", "H", "H", "H", "H", "H", "H", "H", "H", "H", "H", "H", "H", "H", "H", "H"], "positions_angstrom": [[2.89563, 5.65564, 0.41747], [3.09377, 4.29881, -0.02928], [4.21809, 4.05931, -0.92175], [3.75438, 4.12103, -2.34687], [4.71969, 3.81098, -3.25502], [2.69603, 3.26922, -2.56730], [3.28736, 5.38600, -2.62731], [2.17062, 3.33645, 0.22151], [2.45321, 1.97117, -0.05619], [1.42064, 1.06182, -0.07160], [0.07995, 1.47724, 0.06982], [-0.98821, 0.55080, -0.21281], [-2.14004, 1.10054, -0.92590], [-3.49416, 0.79222, -0.65427], [-4.52168, 1.48659, -1.26528], [-4.23146, 2.56592, -2.14604], [-5.15249, 3.51785, -2.45743], [-4.81739, 4.58709, -3.37225], [-6.36420, 3.73349, -1.67019], [-6.10560, 4.65201, -0.50874], [-7.12187, 4.67440, 0.39874], [-4.95902, 4.27346, 0.15823], [-5.89423, 5.94500, -0.93538], [-2.90145, 2.70718, -2.62310], [-1.89257, 2.03703, -1.97605], [-0.17547, 2.82098, 0.46462], [0.86552, 3.70260, 0.65826], [2.54318, 5.66091, 1.45711], [3.84718, 6.19139, 0.35595], [2.15094, 6.18254, -0.19988], [4.92782, 4.88092, -0.78422], [4.65867, 3.07350, -0.74229], [3.46717, 1.64636, -0.28937], [1.60539, 0.01509, -0.29388], [-0.67978, -0.49324, -0.41244], [-3.72478, 0.06168, 0.11568], [-5.55762, 1.22928, -1.04708], [-4.19123, 4.19642, -4.18322], [-5.73426, 4.98428, -3.82264], [-4.26815, 5.40195, -2.86515], [-7.08328, 4.24620, -2.32175], [-6.73550, 2.78401, -1.27650], [-2.65052, 3.40892, -3.42238], [-0.86420, 2.26936, -2.26488], [-1.20971, 3.12601, 0.64175], [0.66819, 4.70888, 1.03882], [-4.04818, -4.36978, -2.43804], [-2.66141, -3.83394, -2.23600], [-1.70306, -4.63264, -1.59925], [-0.48339, -4.08481, -1.17472], [0.49508, -4.92007, -0.41110], [-0.23504, -2.73376, -1.48355], [0.92033, -2.08339, -0.94638], [1.27093, -2.07503, 0.38769], [0.35375, -2.04184, 1.54123], [-0.99405, -1.32542, 1.45281], [-2.13557, -2.11268, 0.94690], [-1.31504, -0.34131, 2.46426], [-0.32650, 0.47911, 3.03491], [-0.64857, 1.76881, 3.44636], [-1.98660, 2.17100, 3.50909], [-3.00321, 1.26087, 3.20893], [-2.67149, -0.00090, 2.73501], [0.72038, -2.64402, 2.56984], [2.64292, -2.14497, 0.45470], [3.49221, -2.69606, 1.48135], [3.68313, -2.02834, 2.69798], [3.17121, -0.65295, 2.95434], [4.41437, -2.65700, 3.71318], [5.09637, -3.85051, 3.48256], [5.94012, -4.50617, 4.53726], [4.99186, -4.43870, 2.22277], [4.22543, -3.86468, 1.19982], [4.20011, -4.57007, -0.11857], [3.13581, -1.93274, -0.84881], [2.09979, -1.93093, -1.69769], [-1.02615, -2.03012, -2.39859], [-0.53229, -0.77422, -3.03438], [-2.29345, -2.56134, -2.69251], [-4.72997, -3.57634, -2.76039], [-4.06269, -5.16143, -3.19847], [-4.43677, -4.80672, -1.50723], [-1.90657, -5.68812, -1.39656], [1.40630, -5.13063, -0.98757], [0.76998, -4.47471, 0.55731], [0.02117, -5.88708, -0.19559], [-2.70418, -2.59213, 1.76400], [-2.82460, -1.47120, 0.37891], [-1.81346, -2.89272, 0.26215], [0.69415, 0.10041, 3.09888], [0.15037, 2.46481, 3.72039], [-2.24075, 3.19795, 3.78715], [-4.05823, 1.52625, 3.35550], [-3.45407, -0.72700, 2.51967], [3.98288, -0.02026, 3.34572], [2.77009, -0.16889, 2.05880], [2.40123, -0.69152, 3.73261], [4.47422, -2.18475, 4.69467], [6.87050, -4.88264, 4.09483], [6.19350, -3.80289, 5.33614], [5.42644, -5.36247, 4.99515], [5.53162, -5.36837, 2.02434], [4.89681, -5.41653, -0.05711], [3.20963, -4.98397, -0.34911], [4.53315, -3.95240, -0.96260], [4.19407, -1.88137, -1.04076], [2.05744, -1.89282, -2.77301], [-1.37607, -0.21552, -3.45178], [-0.02772, -0.12565, -2.30897], [0.18543, -0.96483, -3.84694], [-2.98829, -1.97722, -3.30101]]}

{"formula": "C11H19BeBr5Cl2LiMgN2O8P", "method": "ωB97M-V with the def2-TZVPD basis set", "fmax_ev_per_a": 9.45, "gap_ev": 1.5, "e_tot_ev": -421650.18806, "e_lumo_ev": -5.10, "symbols": ["C", "C", "C", "O", "C", "O", "O", "C", "P", "N", "O", "O", "H", "H", "H", "H", "H", "H", "H", "H", "Cl", "Mg", "Cl", "Li", "C", "Br", "Br", "Br", "H", "Br", "Be", "C", "C", "O", "O", "H", "H", "H", "C", "C", "O", "N", "C", "H", "H", "H", "H", "H", "H", "H", "Br"], "positions_angstrom": [[-3.65145, -4.95285, 0.12203], [-4.86392, -4.12451, 0.35577], [-4.92916, -2.63588, 1.03277], [-5.52183, -2.93624, 2.37809], [-4.30759, -3.42014, 3.11520], [-4.17000, -4.44690, 3.96048], [-3.11079, -2.62034, 2.76002], [-3.57224, -1.89107, 1.56191], [-2.20857, -1.34231, 0.33451], [-1.91780, -2.39572, -0.86592], [-0.71381, -1.23147, 1.26653], [-2.53282, 0.23238, -0.40322], [-3.68071, -5.85481, -0.66008], [-2.63541, -4.69250, 0.64957], [-5.90705, -4.59807, 0.02023], [-5.73113, -1.90697, 0.58955], [-4.00511, -0.85506, 1.94876], [-2.05667, -1.85662, -1.76621], [-0.42871, -2.18890, 1.38572], [-3.08424, 0.09848, -1.22539], [0.38063, 0.74878, 0.49036], [-3.98940, -1.42911, 3.79405], [-5.19444, -6.15636, 1.80275], [-0.00107, -2.29504, -1.55823], [3.76504, -0.90254, 2.95058], [4.39019, 0.40714, 1.65525], [2.44232, -0.14878, 4.16146], [3.11742, -2.52159, 2.08817], [4.62944, -1.18825, 3.55903], [2.64683, 1.20319, 6.15031], [2.74180, -1.67041, 6.06185], [3.37522, 4.07921, 0.22302], [2.83977, 4.20690, 1.63864], [3.31602, 5.16345, 2.31103], [1.98388, 3.33637, 1.96167], [4.11051, 4.85927, 0.00349], [3.85596, 3.10479, 0.09451], [2.55344, 4.16700, -0.49397], [1.83485, 2.20592, -2.68527], [2.92610, 3.08580, -3.22669], [3.78702, 3.58107, -2.50463], [2.94218, 3.32984, -4.56946], [2.02622, 2.84363, -5.57271], [1.95143, 2.10264, -1.60338], [0.85898, 2.65551, -2.88753], [1.89864, 1.21250, -3.13734], [3.70470, 3.93009, -4.86311], [2.60120, 2.27619, -6.30873], [1.56952, 3.70814, -6.06076], [1.24642, 2.20897, -5.15200], [4.71815, 5.51518, -4.88266]]}